Record 1
The following is a DFT calculation (wB97M-V/def2-TZVPD) of a 2-piece molecular cluster, C3H4NO2S2 overall at a distorted geometry.

The calculation puts the LUMO energy at 0.119 hartree. The total charge is -1. The HOMO-LUMO gap comes out at 7.01 eV.

Each line ends with the natural charge from an NBO analysis.
Element x y z (Å)
C 1.397 1.111 -0.184  0.18
C -0.178 -1.346 -0.231  0.68
C -0.183 -0.473 0.894  -0.75
N 0.914 1.110 -1.331  -0.73
O -1.216 -0.935 -1.152  -0.75
O 0.447 -2.380 -0.443  -0.66
S 2.612 1.517 0.703  -0.09
S -1.606 0.582 1.228  -0.08
H 0.286 -0.916 1.832  0.22
H -1.623 -0.266 -0.726  0.46
H 0.096 0.394 -1.324  0.40
H -0.946 1.602 0.735  0.12



Record 2
The following is a DFT calculation (wB97M-V/def2-TZVPD) of C3H4NO3 as an isolated structure at a distorted geometry.

The calculation puts the LUMO energy at 0.138 hartree. The total charge is -1. The HOMO-LUMO gap comes out at 7.51 eV.

Each line ends with the natural charge from an NBO analysis.
Element x y z (Å)
C 2.560 -1.868 0.063  0.71
C 1.557 -2.776 -0.676  0.27
C -0.688 -0.267 -0.691  -0.13
N 0.061 0.623 -0.251  -0.69
O 2.078 -0.872 0.500  -0.69
O 3.799 -2.218 0.083  -0.70
O 1.239 -2.578 -1.892  -0.53
H 1.858 -3.800 -0.443  0.12
H -0.353 -1.332 -0.535  0.07
H -1.322 -0.180 -1.449  0.12
H 1.168 -0.117 0.053  0.45



Record 3
The following is a DFT calculation (wB97M-V/def2-TZVPD) of an isolated ion of composition C3H4NO3S and charge -1 at a distorted geometry.

As for the SMILES: C[C@H]1C(=O)O[S@]1(#N)[O-]. The calculation puts the LUMO energy at 0.134 hartree. The total charge is -1. The HOMO-LUMO gap comes out at 8.16 eV.

Each line ends with the natural charge from an NBO analysis.
Element x y z (Å)
C 0.359 0.411 1.478  -0.66
C -0.359 -0.313 0.394  -0.32
C -1.031 0.633 -0.537  0.71
O -1.955 1.311 -0.102  -0.69
O -0.430 0.803 -1.665  -0.69
S 0.755 -0.856 -1.370  1.72
N 2.050 -0.723 -2.094  -1.00
O -0.110 -1.986 -1.694  -1.00
H 0.819 1.305 1.073  0.23
H 1.245 0.010 2.030  0.22
H -0.550 0.686 2.057  0.24
H -0.793 -1.279 0.432  0.25



Record 4
The following is a DFT calculation (wB97M-V/def2-TZVPD) of a 2-piece molecular cluster, C3H4NO6 overall at a distorted geometry.

The calculation puts the LUMO energy at 0.139 hartree. The total charge is -1. The HOMO-LUMO gap comes out at 7.67 eV.

Each line ends with the natural charge from an NBO analysis.
Element x y z (Å)
C 1.431 0.153 -0.147  0.70
C -0.996 1.403 -0.872  0.26
C 0.277 -0.690 -0.065  0.11
N -0.387 -1.004 1.076  0.43
O 2.151 0.252 -1.138  -0.65
O 1.655 0.837 0.992  -0.73
O -0.133 -0.470 2.152  -0.56
O -1.338 -1.785 0.912  -0.58
O -1.150 2.501 -0.449  -0.55
O 0.005 -1.442 -1.157  -0.70
H -0.503 1.213 -1.839  0.12
H -1.421 0.479 -0.360  0.12
H 0.998 0.728 1.784  0.52
H -0.588 -2.175 -0.888  0.50



Record 5
The following is a DFT calculation (wB97M-V/def2-TZVPD) of a 2-piece molecular cluster, C3H4NOP overall at a distorted geometry.

As for the SMILES: N#CP1CC1=O.[H][H]. The calculation puts the LUMO energy at 0.002 hartree. The total charge is 0. The HOMO-LUMO gap comes out at 9.47 eV.

Each line ends with the natural charge from an NBO analysis.
Element x y z (Å)
N -2.062 -2.541 -0.699  -0.28
C -2.291 -1.585 -0.085  -0.08
P -2.289 -0.200 1.030  0.63
C -1.571 1.051 -0.123  -0.74
C -3.050 0.871 -0.175  0.39
O -4.092 1.089 -0.661  -0.44
H -1.280 1.874 0.451  0.26
H -1.122 0.930 -1.052  0.27
H 1.263 -1.235 0.985  0.00
H 1.467 -1.229 1.651  0.00



Record 6
The following is a DFT calculation (wB97M-V/def2-TZVPD) of a 2-piece molecular cluster, C3H4NOP overall at a distorted geometry.

The calculation puts the LUMO energy (alpha / beta) at -0.012 / -0.038 hartree. The total charge is 0. The HOMO-LUMO gap (alpha / beta) comes out at 7.84 / 7.15 eV.

Each line ends with the natural charge from an NBO analysis.
Element x y z (Å)
C -0.037 -0.461 0.033  -0.31
C -1.348 -0.386 -0.569  -0.66
C 0.336 0.785 0.501  -0.25
N -1.594 0.707 2.460  0.15
O -0.429 0.768 2.285  -0.24
P -2.649 0.698 -0.260  0.40
H 0.662 -1.268 0.212  0.24
H -1.834 -1.221 -1.196  0.25
H 1.359 1.016 0.918  0.22
H -0.366 1.693 0.255  0.21



Record 7
The following is a DFT calculation (wB97M-V/def2-TZVPD) of one molecule with the formula C3H4NOP at a distorted geometry.

The calculation puts the LUMO energy (alpha / beta) at -0.033 / -0.033 hartree. The total charge is 0. The HOMO-LUMO gap (alpha / beta) comes out at 8.03 / 8.04 eV.

Each line ends with the natural charge from an NBO analysis.
Element x y z (Å)
C -3.326 0.147 0.015  0.21
C 0.827 0.489 -0.029  -0.97
C -2.437 -0.879 -0.130  -0.83
N -4.087 1.012 0.057  -0.32
O 0.038 -2.143 0.065  -1.01
P -0.587 -0.854 0.017  1.78
H 0.775 1.262 0.847  0.28
H 1.861 -0.084 -0.073  0.29
H 0.865 1.080 -1.040  0.27
H -2.762 -1.917 -0.461  0.30



Record 8
The following is a DFT calculation (wB97M-V/def2-TZVPD) of C3H4NOP as an isolated structure at a distorted geometry.

As for the spin multiplicity: 3. The calculation puts the LUMO energy (alpha / beta) at -0.018 / -0.112 hartree. The total charge is 0. The HOMO-LUMO gap (alpha / beta) comes out at 5.93 / 7.94 eV.

Each line ends with the natural charge from an NBO analysis.
Element x y z (Å)
C 1.929 0.272 -0.011  -0.13
C -0.509 -0.639 -0.166  0.00
C -1.247 0.624 0.248  -0.68
N 2.439 0.911 0.797  -0.27
O -0.838 -1.761 0.038  -0.29
P 0.974 -0.357 -1.349  0.61
H -2.197 0.375 0.712  0.24
H -1.366 1.455 -0.430  0.23
H -0.826 1.167 1.150  0.23
H 1.641 -2.047 -0.989  0.04



Record 9
The following is a DFT calculation (wB97M-V/def2-TZVPD) of one molecule with the formula C3H4NP at a distorted geometry.

As for the SMILES: c1cn[pH]c1. The calculation puts the LUMO energy at 0.011 hartree. The total charge is 0. The HOMO-LUMO gap comes out at 10.06 eV.

Each line ends with the natural charge from an NBO analysis.
Element x y z (Å)
C -0.698 0.149 -0.150  -0.32
C -0.547 -1.111 0.622  0.10
N 0.628 -1.542 0.764  -0.72
P 1.767 -0.792 -0.220  0.76
C 0.455 0.316 -0.871  -0.45
H -1.709 0.483 -0.524  0.23
H -1.326 -1.654 1.052  0.18
H 1.993 0.243 0.623  -0.01
H 0.568 1.090 -1.760  0.24



Record 10
The following is a DFT calculation (wB97M-V/def2-TZVPD) of one molecule with the formula C3H4NP at a distorted geometry.

As for the SMILES: C1=NCC=P1. The calculation puts the LUMO energy at -0.001 hartree. The total charge is 0. The HOMO-LUMO gap comes out at 9.55 eV.

Each line ends with the natural charge from an NBO analysis.
Element x y z (Å)
C 0.798 1.268 -0.009  -0.20
N -0.503 1.146 -0.009  -0.36
C -0.918 -0.180 -0.066  -0.30
C 0.362 -1.172 -0.005  -0.59
P 1.794 -0.295 -0.046  0.56
H 1.205 2.206 -0.050  0.19
H -1.586 -0.179 -0.833  0.23
H -1.316 -0.557 0.816  0.23
H 0.163 -2.237 0.202  0.23



Record 11
The following is a DFT calculation (wB97M-V/def2-TZVPD) of one molecule with the formula C3H4NP at a distorted geometry.

As for the SMILES: [H]/P=C(\C)C#N. The calculation puts the LUMO energy at -0.038 hartree. The total charge is 0. The HOMO-LUMO gap comes out at 8.94 eV.

Each line ends with the natural charge from an NBO analysis.
Element x y z (Å)
H -0.445 2.474 -0.412  -0.04
P 0.873 1.861 -0.075  0.53
C 0.563 0.230 0.192  -0.51
C -0.950 -0.443 0.023  -0.63
C 1.556 -0.783 0.240  0.22
N 2.418 -1.514 0.049  -0.27
H -1.308 -0.241 -1.041  0.23
H -1.002 -1.535 0.290  0.23
H -1.704 -0.050 0.734  0.23



Record 12
The following is a DFT calculation (wB97M-V/def2-TZVPD) of one molecule with the formula C3H4NPS at a distorted geometry.

As for the spin multiplicity: 3. The calculation puts the LUMO energy (alpha / beta) at -0.006 / -0.081 hartree. The total charge is 0. The HOMO-LUMO gap (alpha / beta) comes out at 5.89 / 5.94 eV.

Each line ends with the natural charge from an NBO analysis.
Element x y z (Å)
C 0.038 -0.925 0.879  0.09
C 0.971 -1.201 1.884  -0.55
C -0.357 0.718 -1.073  0.05
N -0.147 0.027 -0.064  -0.43
P -0.894 2.153 -1.988  0.32
S 2.150 -0.570 2.844  0.07
H -0.551 -1.789 0.735  0.21
H 0.688 -2.200 2.381  0.20
H -2.055 1.556 -2.735  0.03
H 0.158 2.233 -2.863  -0.01



| no. | E_tot (eV) |
| --- | --- |
| 1 | -30431.150 |
| 2 | -10806.319 |
| 3 | -21641.857 |
| 4 | -16948.946 |
| 5 | -15998.715 |
| 6 | -15995.529 |
| 7 | -15999.550 |
| 8 | -15996.155 |
| 9 | -13952.761 |
| 10 | -13952.467 |
| 11 | -13952.372 |
| 12 | -24783.852 |